Arrangement i

Below is 3 unconnected molecules or ions with the total composition C3H15N2O2, with properties calculated with the ωB97M-V functional and the def2-TZVPD basis.

Each line ends with the natural charge from an NBO analysis.
Cartesian coordinates (Å):
C (-0.439, 2.226, -0.478)  -0.2228
C (-1.176, 1.153, -1.247)  -0.4563
C (-0.524, -0.219, -1.474)  -0.1997
N (0.404, -0.624, -0.281)  -0.7159
N (-0.272, 1.940, 0.935)  -0.8833
H (-0.881, 3.195, -0.673)  0.2046
H (0.592, 2.347, -0.875)  0.1907
H (-2.249, 1.131, -1.021)  0.2360
H (-1.254, 1.575, -2.249)  0.2449
H (-1.260, -0.989, -1.309)  0.2264
H (0.022, -0.373, -2.398)  0.2277
H (1.296, -0.873, -0.713)  0.4203
H (0.128, -1.488, 0.187)  0.4613
H (0.671, 0.090, 0.414)  0.4867
H (-1.150, 1.941, 1.432)  0.3702
H (0.413, 2.415, 1.501)  0.3951
H (1.734, -0.820, 2.888)  0.4872
H (0.286, -0.357, 3.262)  0.4923
O (0.977, -0.300, 2.598)  -0.9712
H (0.990, -4.046, -0.867)  0.4787
H (1.089, -4.307, 0.436)  0.4866
O (0.602, -3.617, -0.068)  -0.9593

The calculation puts the highest occupied orbital energy at -12.87 eV. The HOMO-LUMO gap comes out at 9.9 eV. The LUMO energy comes out at -2.9 eV. As for the total charge: +1.



Arrangement ii

Below is 3 unconnected molecules or ions with the total composition C3H15N2O2, with properties calculated with the ωB97M-V functional and the def2-TZVPD basis.

Each line ends with the natural charge from an NBO analysis.
Cartesian coordinates (Å):
C (-1.178, 1.272, -1.191)  -0.2491
N (-0.622, 0.581, -2.336)  -0.8689
C (-1.132, 0.403, 0.118)  -0.2527
N (-0.202, -0.723, -0.105)  -0.5461
C (-0.681, -2.106, 0.212)  -0.4224
H (-0.800, 2.266, -1.037)  0.2169
H (-2.236, 1.464, -1.398)  0.2197
H (0.207, 0.970, -2.754)  0.3982
H (-1.297, 0.324, -3.040)  0.4023
H (-0.915, 1.060, 0.949)  0.2690
H (-2.117, -0.041, 0.207)  0.2125
H (0.642, -0.601, 0.454)  0.4555
H (-0.039, -0.648, -1.143)  0.4572
H (-1.675, -2.111, 0.636)  0.2346
H (-0.571, -2.723, -0.664)  0.2286
H (0.009, -2.578, 0.898)  0.2359
H (0.508, 2.481, 2.781)  0.4795
H (1.270, 1.209, 3.125)  0.4814
O (0.389, 1.531, 2.890)  -0.9553
H (3.251, -0.973, -0.218)  0.4721
H (4.031, -0.354, 0.912)  0.4910
O (3.157, -0.703, 0.701)  -0.9601

The calculation puts the highest occupied orbital energy at -14.24 eV. The HOMO-LUMO gap comes out at 11.4 eV. The LUMO energy comes out at -2.8 eV. As for the total charge: +1.



Arrangement iii

Below is 3 unconnected molecules or ions with the total composition C3H15N2O2, with properties calculated with the ωB97M-V functional and the def2-TZVPD basis.

Each line ends with the natural charge from an NBO analysis.
Cartesian coordinates (Å):
C (-0.911, 1.280, -0.256)  -0.2267
C (-1.367, 0.225, -1.310)  -0.4501
C (-0.071, -0.433, -2.004)  -0.2297
N (1.030, -0.425, -1.007)  -0.8928
N (0.108, 2.202, -0.978)  -0.7243
H (-0.494, 0.971, 0.693)  0.2507
H (-1.816, 1.951, 0.047)  0.2376
H (-2.057, 0.601, -2.072)  0.2404
H (-1.966, -0.506, -0.737)  0.2462
H (-0.322, -1.440, -2.360)  0.2172
H (0.313, 0.131, -2.809)  0.1883
H (1.929, -0.537, -1.348)  0.4012
H (0.714, -0.792, -0.062)  0.4026
H (-0.298, 2.538, -1.864)  0.4262
H (0.477, 2.995, -0.514)  0.4389
H (0.874, 1.457, -1.240)  0.4708
H (-0.147, -3.261, 3.029)  0.4703
H (0.910, -3.428, 2.018)  0.4580
O (0.828, -3.261, 2.891)  -0.9260
H (-0.014, 0.196, 3.411)  0.4730
H (1.367, -0.688, 3.376)  0.5083
O (0.913, 0.225, 3.096)  -0.9799

The calculation puts the highest occupied orbital energy at -13.80 eV. The HOMO-LUMO gap comes out at 10.6 eV. The LUMO energy comes out at -3.2 eV. As for the total charge: +1.



Result of the stability comparison: arrangement iii is the least stable of them.



Arrangement i

Below is a single CH4N6O molecule, with properties calculated with the ωB97M-V functional and the def2-TZVPD basis.

Each line ends with the natural charge from an NBO analysis.
Cartesian coordinates (Å):
C (0.417, -0.551, -0.279)  0.3323
H (-0.869, 0.431, 1.594)  0.3656
H (-2.313, -0.385, 1.126)  0.3896
H (-1.362, 1.867, -0.732)  0.4093
H (2.515, -0.993, 0.132)  0.4677
N (-1.567, 0.257, 0.857)  -0.6849
N (-0.940, -0.091, -0.394)  -0.1427
N (-0.733, 1.084, -1.172)  -0.2872
N (0.625, 1.438, -1.151)  0.0648
N (1.349, 0.480, -0.656)  -0.2840
N (0.749, -1.748, 0.177)  -0.0911
O (2.129, -1.790, 0.496)  -0.5394

The calculation puts the highest occupied orbital energy at -9.18 eV. The HOMO-LUMO gap comes out at 8.5 eV. The LUMO energy comes out at -0.7 eV. As for the total charge: 0. Its SMILES is Nn1[nH]nn/c1=N\O.



Arrangement ii

Below is a single CH4N6O molecule, with properties calculated with the ωB97M-V functional and the def2-TZVPD basis.

Each line ends with the natural charge from an NBO analysis.
Cartesian coordinates (Å):
C (0.238, -0.061, -0.215)  0.3295
H (3.185, 0.426, 0.378)  0.3651
H (2.358, -0.957, 0.472)  0.3568
H (-2.820, -0.488, -0.311)  0.4122
H (-1.393, 2.267, 0.065)  0.4813
N (2.469, -0.099, -0.083)  -0.6131
N (1.335, 0.594, -0.329)  -0.1986
N (0.065, -1.365, 0.302)  -0.2747
N (-1.144, -1.667, 0.125)  0.0558
N (-1.809, -0.593, -0.434)  -0.3060
N (-1.029, 0.515, -0.475)  -0.0402
O (-1.458, 1.428, 0.505)  -0.5681

The calculation puts the highest occupied orbital energy at -8.38 eV. The HOMO-LUMO gap comes out at 8.4 eV. The LUMO energy comes out at 0.0 eV. As for the total charge: 0. Its SMILES is N/N=c1\nn[nH]n1O.



Arrangement iii

Below is a single CH4N6O molecule, with properties calculated with the ωB97M-V functional and the def2-TZVPD basis.

Each line ends with the natural charge from an NBO analysis.
Cartesian coordinates (Å):
C (0.058, -0.097, -0.355)  0.3530
H (2.300, -0.902, -1.182)  0.3608
H (1.650, -2.391, -1.343)  0.3627
H (-2.495, 0.223, 1.605)  0.3676
H (-0.978, 0.633, 2.078)  0.3497
N (1.691, -1.592, -0.726)  -0.6233
N (0.371, -1.315, -0.475)  -0.2048
N (0.920, 1.042, -0.556)  -0.2522
N (0.279, 2.088, -0.402)  0.1846
N (-1.256, 0.414, 0.056)  -0.0232
N (-1.507, 0.061, 1.399)  -0.6338
O (-1.033, 1.835, -0.099)  -0.2411

The calculation puts the highest occupied orbital energy at -9.03 eV. The HOMO-LUMO gap comes out at 8.9 eV. The LUMO energy comes out at -0.1 eV. As for the total charge: 0. Its SMILES is N/N=c1\nnon1N.



Arrangement iv

Below is 2 unconnected molecules or ions with the total composition CH4N6O, with properties calculated with the ωB97M-V functional and the def2-TZVPD basis.

Each line ends with the natural charge from an NBO analysis.
Cartesian coordinates (Å):
C (1.382, -0.791, 0.166)  -0.2353
N (-2.627, -2.806, 0.129)  -0.0441
N (-2.405, 1.253, 0.168)  0.2566
N (-1.693, -2.187, 0.198)  0.2078
N (-2.603, 0.493, 0.948)  -0.0784
N (-2.438, 1.836, -0.842)  -0.5488
N (-0.963, -1.237, 0.204)  -0.0999
O (0.232, -1.260, -0.488)  -0.3755
H (2.020, -1.675, 0.696)  0.1580
H (1.080, -0.155, 0.979)  0.1916
H (1.922, -0.389, -0.623)  0.1982
H (-2.333, 2.836, -0.785)  0.3698

The calculation puts the highest occupied orbital energy at -9.14 eV. The HOMO-LUMO gap comes out at 9.7 eV. The LUMO energy comes out at 0.6 eV. As for the total charge: 0.



Result of the stability comparison: arrangement iv is the least stable of them.



Arrangement i

Below is a molecular structure, H3NOS2, with properties calculated with the ωB97M-V functional and the def2-TZVPD basis.

Each line ends with the natural charge from an NBO analysis.
Cartesian coordinates (Å):
N (-0.353, -0.787, 0.087)  -0.4545
O (0.690, -0.226, 0.958)  -0.5547
S (-1.576, 0.481, 0.029)  0.1189
S (2.060, -0.048, 0.028)  0.3086
H (-1.010, -1.564, 0.885)  0.3765
H (-1.310, 1.212, -1.135)  0.1157
H (1.500, 0.934, -0.851)  0.0894

The calculation puts the highest occupied orbital energy at -9.41 eV. The HOMO-LUMO gap comes out at 9.8 eV. The LUMO energy comes out at 0.4 eV. As for the total charge: 0.



Arrangement ii

Below is 2 unconnected molecules or ions with the total composition H3NOS2, with properties calculated with the ωB97M-V functional and the def2-TZVPD basis.

Each line ends with the natural charge from an NBO analysis.
Cartesian coordinates (Å):
N (0.572, -0.425, 0.904)  -0.9897
O (-0.831, 1.526, -0.040)  -0.8818
S (-2.164, -1.096, -0.251)  -0.2672
S (-0.672, 0.099, -0.230)  1.3845
H (0.962, 0.392, 1.242)  0.3805
H (1.328, -1.011, 0.609)  0.3972
H (0.804, 0.515, -2.234)  -0.0234

The calculation puts the highest occupied orbital energy (spin up / spin down) at -10.08 / -9.13 eV. The HOMO-LUMO gap (spin up / spin down) comes out at 8.0 / 8.1 eV. The LUMO energy (spin up / spin down) comes out at -2.1 / -1.1 eV. As for the total charge: 0.



Result of the stability comparison: arrangement ii is the least stable of them.



Arrangement i

Below is a single H4INP2 molecule, with properties calculated with the ωB97M-V functional and the def2-TZVPD basis.

Each line ends with the natural charge from an NBO analysis.
Cartesian coordinates (Å):
N (-0.283, -1.484, 1.278)  -1.0627
P (-0.879, 0.398, -1.172)  0.0883
P (0.462, -0.499, 0.270)  1.0072
I (2.738, 1.512, -0.007)  -0.4293
H (-1.008, -0.873, 1.728)  0.3660
H (-2.088, 0.513, -0.607)  0.0053
H (-0.314, 1.589, -0.929)  0.0246
H (1.371, -1.156, -0.559)  0.0006

The calculation puts the highest occupied orbital energy at -9.11 eV. The HOMO-LUMO gap comes out at 6.9 eV. The LUMO energy comes out at -2.2 eV. As for the total charge: 0. Its SMILES is N=[P@@H](P)I.



Arrangement ii

Below is a single H4INP2 molecule, with properties calculated with the ωB97M-V functional and the def2-TZVPD basis.

Each line ends with the natural charge from an NBO analysis.
Cartesian coordinates (Å):
N (0.231, -1.486, 1.494)  -1.1101
P (-0.558, 0.276, -1.162)  0.0455
P (0.663, -0.222, 0.612)  0.9499
I (1.609, 2.298, 0.959)  -0.3004
H (-0.805, -1.318, 1.699)  0.3652
H (-1.786, -0.230, -0.755)  0.0043
H (-1.273, 1.452, -0.829)  0.0310
H (2.023, -0.459, 0.134)  0.0146

The calculation puts the highest occupied orbital energy at -9.38 eV. The HOMO-LUMO gap comes out at 8.1 eV. The LUMO energy comes out at -1.3 eV. As for the total charge: 0. Its SMILES is N=[P@@H](P)I.



Result of the stability comparison: arrangement i is the least stable of them.



Arrangement i

Below is a single C2H2N2O4 molecule, with properties calculated with the ωB97M-V functional and the def2-TZVPD basis.

Each line ends with the natural charge from an NBO analysis.
Cartesian coordinates (Å):
C (-1.782, -0.384, -0.124)  0.9633
C (0.437, -1.136, -0.175)  0.8611
H (1.513, 1.058, 1.197)  0.3771
H (1.792, 1.776, -0.319)  0.3841
N (1.113, 1.279, 0.229)  -0.6396
N (0.377, 0.280, -0.429)  -0.0715
O (-1.033, 0.704, -0.426)  -0.3392
O (-2.938, -0.249, 0.084)  -0.5171
O (-0.892, -1.502, 0.104)  -0.5053
O (1.414, -1.826, -0.141)  -0.5128

The calculation puts the highest occupied orbital energy at -10.75 eV. The HOMO-LUMO gap comes out at 11.1 eV. The LUMO energy comes out at 0.4 eV. As for the total charge: 0. Its SMILES is Nn1oc(=O)oc1=O.



Arrangement ii

Below is a single C2H2N2O4 molecule, with properties calculated with the ωB97M-V functional and the def2-TZVPD basis.

Each line ends with the natural charge from an NBO analysis.
Cartesian coordinates (Å):
C (1.145, -0.374, -0.191)  0.8647
C (-0.851, -0.923, -0.294)  0.6530
H (2.587, 0.901, 0.272)  0.5296
H (-1.710, 0.887, 1.091)  0.4788
N (0.328, -1.460, -0.216)  -0.5680
N (-0.948, 0.467, -0.683)  0.1191
O (2.420, -0.140, 0.201)  -0.6258
O (-1.896, -1.480, 0.117)  -0.5719
O (-1.584, 1.433, 0.191)  -0.4921
O (0.509, 0.688, -0.487)  -0.3873

The calculation puts the highest occupied orbital energy at -10.51 eV. The HOMO-LUMO gap comes out at 10.3 eV. The LUMO energy comes out at -0.2 eV. As for the total charge: 0. Its SMILES is O=c1nc(O)on1O.



Result of the stability comparison: arrangement ii is the least stable of them.